Entry 1:
Below is a structure of composition C2H4I2Na, with properties calculated with ωB97M-V with the def2-TZVPD basis set.

Last column: Mulliken charge in e.
Geometry (Å):
I1 0.11416 0.82595 1.40991  0.061
I2 2.44801 3.90161 1.06719  0.061
C1 2.07895 0.90254 0.59290  -0.804
C2 2.99186 1.85866 1.32095  -0.804
H1 2.47105 -0.13068 0.65751  0.403
H2 1.96819 1.15404 -0.47945  0.397
H3 3.02197 1.67037 2.41140  0.397
H4 4.02631 1.77371 0.93604  0.403
Na1 -1.32948 4.41159 1.82759  0.884

Forces on atoms 1 to 6 (eV/Å):
I -0.23 0.03 0.07
I -0.09 0.22 0.00
C 0.34 -0.27 -0.77
C 0.53 -0.41 0.58
H -0.26 0.55 0.10
H 0.03 -0.09 0.67

Computed properties:
gap between HOMO and LUMO: 7.90 eV
E_LUMO: -0.182 hartree
net charge: +1
E_HOMO: -12.85 eV

Entry 2:
Below is a cluster of 2 separate species, C5H9FN2O2 in total at a distorted geometry, with properties calculated with ωB97M-V with the def2-TZVPD basis set.

Last column: Mulliken charge in e.
Geometry (Å):
C1 -3.06301 -0.24480 -0.85019  -0.564
C2 -3.29292 0.82378 -0.08927  0.106
C3 1.10951 -0.65608 -0.55337  0.573
C4 3.06618 -1.15489 0.87609  -0.837
C5 -0.49262 0.22739 -2.27584  -0.427
N1 2.18319 -0.21262 0.23475  -0.255
N2 0.54341 0.36956 -1.35197  0.035
O1 0.68634 -1.76679 -0.59803  -0.536
O2 -0.96995 1.39122 -2.61808  -0.267
F1 -2.24898 1.65516 -0.11418  -0.227
H1 -2.10240 -0.45667 -1.27827  0.209
H2 -3.85942 -0.96597 -1.13708  0.195
H3 2.47574 -2.15604 0.90472  0.296
H4 3.93637 -1.40293 0.33448  0.317
H5 3.37143 -0.79566 1.83788  0.265
H6 -4.09894 1.23282 0.40590  0.405
H7 2.64479 0.65310 0.11126  0.220
H8 1.05455 1.23156 -1.22375  0.217
H9 -0.64741 2.22145 -2.27057  0.273

Forces on atoms 1 to 6 (eV/Å):
C -2.57 -0.85 0.53
C 2.08 -2.12 -2.84
C 0.69 0.97 -0.66
C -2.38 -2.52 0.15
C 1.57 0.06 1.53
N -0.60 -0.90 -0.36

Computed properties:
gap between HOMO and LUMO: 9.57 eV
E_LUMO: 0.019 hartree
E_HOMO: -9.06 eV

Entry 3:
Below is an isolated molecule of C5H14N2 at a distorted geometry, with properties calculated with ωB97M-V with the def2-TZVPD basis set.

Last column: Mulliken charge in e.
Geometry (Å):
C1 0.07878 2.24600 -0.50627  -0.236
C2 -0.95070 1.23323 0.09764  -1.063
C3 -0.45020 -0.11179 0.64482  -0.510
C4 0.59122 -0.86118 -0.24848  -0.534
C5 0.07737 -2.25755 -0.73422  -0.576
N1 -0.10836 -3.27104 0.38884  -0.577
N2 0.21529 3.31353 0.50947  -0.662
H1 0.99894 1.61689 -0.66741  0.233
H2 -0.46673 2.53972 -1.40156  0.321
H3 -1.49804 0.94540 -0.80056  0.276
H4 -1.53640 1.76617 0.79542  0.524
H5 -1.28054 -0.72378 0.85569  0.444
H6 0.11434 0.07285 1.59818  0.261
H7 0.85571 -0.39735 -1.17666  0.391
H8 1.47643 -1.06350 0.31167  0.247
H9 -0.95952 -2.30115 -1.07434  0.296
H10 0.77428 -2.58091 -1.55613  0.309
H11 0.41166 -4.15243 0.21548  0.197
H12 0.05573 -3.03043 1.33136  0.199
H13 0.89996 4.04671 0.11562  0.235
H14 0.70077 2.97059 1.30147  0.226

Forces on atoms 1 to 6 (eV/Å):
C -0.44 -1.89 2.14
C 1.13 -1.19 -2.03
C 2.86 1.50 0.50
C -2.26 -1.68 -0.27
C -0.01 -0.59 1.43
N 1.00 -1.56 -2.02

Computed properties:
gap between HOMO and LUMO: 9.94 eV
E_LUMO: 0.038 hartree
E_HOMO: -8.89 eV
SMILES string: NCCCCCN